{
  "formula": "C4H12N5",
  "method": "ωB97M-V with the def2-TZVPD basis set",
  "de_lowest_kcal_mol": 35.0,
  "e_homo_ev": [-11.376, -11.376],
  "energy_ev": -11784.4780,
  "homo_lumo_gap_ha": [0.269, 0.270],
  "charge": 1,
  "species": ["H", "H", "N", "H", "C", "H", "C", "H", "N", "C", "H", "H", "N", "N", "H", "H", "N", "H", "H", "H", "C"],
  "positions_angstrom": [[2.79, -0.34, -1.30], [1.35, 0.08, -0.20], [-0.64, -1.56, 1.34], [-0.84, 4.03, 0.62], [-0.51, -0.29, 1.52], [-0.25, -1.85, 0.24], [-0.83, 3.03, 0.18], [2.43, -2.39, -1.74], [-0.99, 0.43, -0.84], [1.57, -1.85, -1.17], [-0.85, 2.95, -0.93], [-1.75, -0.22, -0.94], [1.90, -0.61, -0.79], [0.43, -2.27, -0.87], [-0.43, -2.16, 2.01], [-0.61, 2.06, 1.81], [-0.62, 1.95, 0.88], [0.03, -3.02, -1.47], [-0.12, 0.15, 2.47], [-1.31, 1.25, -1.33], [-0.74, 0.63, 0.51]]
}